A cluster of 9 separate species, C24H72N6O9 in total in a non-equilibrium geometry, computed with ωB97M-V with the def2-TZVPD basis set.

Last columns: bonded neighbours and bond lengths (Å).
Geometry (Å):
1 O 2.3119 1.5772 -4.0463  C18 1.458, C28 1.425
2 O 0.0567 3.7710 -0.4403  C25 1.386, C38 1.401
3 O -0.6017 -0.4728 -0.7866  H92 0.957, H109 0.957
4 O 1.7966 -6.5845 -2.9342  C29 1.387, C30 1.466
5 O -2.2780 -2.2680 -2.1794  H80 0.957, H108 0.957
6 O -2.8923 -3.9728 -0.3228  H63 0.957, H82 0.957
7 O -4.6026 1.4972 -0.6069  C21 1.425, C22 1.341
8 O 3.4174 0.4569 1.2807  C27 1.398, C34 1.421
9 O 0.8727 -1.7319 3.9469  C23 1.460, C31 1.369
10 N -0.7709 -0.6002 -3.7299  C37 1.472, H69 1.010, H84 1.010
11 N 4.9031 2.4740 4.1103  C32 1.465, H74 1.010, H107 1.010
12 N -0.5337 -1.8512 1.7368  C33 1.450, H49 1.010, H79 1.010
13 N 2.0636 -3.2203 -1.5895  C17 1.427, H83 1.010, H94 1.010
14 N 0.8678 6.1091 2.3090  C20 1.460, H76 1.010, H101 1.010
15 N -4.8901 3.4083 1.2617  C36 1.470, H78 1.010, H89 1.010
16 C 5.2523 0.0369 3.5821  C32 1.545, H61 1.090, H105 1.090, H106 1.090
17 C 1.2214 -4.2563 -2.0925  N13 1.427, C19 1.516, C29 1.599, H67 1.090
18 C 3.1284 0.5661 -4.7075  O1 1.458, H66 1.090, H85 1.090, H104 1.090
19 C 0.8729 -3.8724 -3.5171  C17 1.516, H51 1.090, H95 1.090, H102 1.090
20 C 0.1283 5.6175 1.1498  N14 1.460, C25 1.537, C35 1.548, H62 1.090
21 C -3.9250 0.4516 -1.2993  O7 1.425, H42 1.090, H48 1.090, H96 1.090
22 C -5.4310 1.1190 0.3771  O7 1.341, C36 1.556, H40 1.090, H70 1.090
23 C -0.4570 -1.1460 4.0885  O9 1.460, C33 1.574, H75 1.090, H98 1.090
24 C -5.4816 1.8886 2.9126  C36 1.480, H41 1.090, H50 1.090, H97 1.090
25 C 0.7312 4.2942 0.6522  O2 1.386, C20 1.537, H47 1.090, H111 1.090
26 C -0.4742 0.8345 -5.6046  C37 1.502, H57 1.090, H59 1.090, H86 1.090
27 C 2.1875 0.5852 0.6295  O8 1.398, H43 1.090, H52 1.090, H60 1.090
28 C 1.1102 0.9965 -3.5454  O1 1.425, C37 1.609, H58 1.090, H68 1.090
29 C 1.9036 -5.6868 -1.8822  O4 1.387, C17 1.599, H71 1.090, H77 1.090
30 C 2.0453 -7.9940 -2.6164  O4 1.466, H100 1.090, H103 1.090, H110 1.090
31 C 1.3067 -2.4039 5.0583  O9 1.369, H44 1.090, H56 1.090, H87 1.090
32 C 4.9472 1.4572 3.0566  N11 1.465, C16 1.545, C34 1.565, H53 1.090
33 C -0.9831 -0.8118 2.6429  N12 1.450, C23 1.574, C39 1.581, H93 1.090
34 C 3.6602 1.5383 2.1695  O8 1.421, C32 1.565, H73 1.090, H81 1.090
35 C 0.0506 6.7861 0.1370  C20 1.548, H45 1.090, H64 1.090, H65 1.090
36 C -4.8856 1.9696 1.5608  N15 1.470, C22 1.556, C24 1.480, H99 1.090
37 C 0.2595 0.0641 -4.5438  N10 1.472, C26 1.502, C28 1.609, H88 1.090
38 C -0.9866 2.9013 -0.0974  O2 1.401, H46 1.090, H54 1.090, H55 1.090
39 C -2.5531 -0.6433 2.5728  C33 1.581, H72 1.090, H90 1.090, H91 1.090
40 H -6.4483 1.3149 0.0383  C22 1.090
41 H -5.3536 0.8613 3.2537  C24 1.090
42 H -4.5814 -0.3597 -1.6143  C21 1.090
43 H 2.1693 -0.2033 -0.1229  C27 1.090
44 H 0.7553 -3.2904 5.3714  C31 1.090
45 H -0.4166 7.6911 0.5254  C35 1.090
46 H -0.6566 1.9742 0.3713  C38 1.090
47 H 1.7486 4.5173 0.3310  C25 1.090
48 H -3.4471 0.9465 -2.1448  C21 1.090
49 H -1.2583 -2.5545 1.7167  N12 1.010
50 H -6.5657 1.9620 2.8272  C24 1.090
51 H 0.3453 -2.9186 -3.5093  C19 1.090
52 H 2.1338 1.4640 -0.0130  C27 1.090
53 H 5.7849 1.7356 2.4173  C32 1.090
54 H -1.3787 2.6423 -1.0809  C38 1.090
55 H -1.8094 3.4075 0.4075  C38 1.090
56 H 1.3894 -1.6690 5.8591  C31 1.090
57 H -1.1241 1.5969 -5.1751  C26 1.090
58 H 1.3360 0.4644 -2.6213  C28 1.090
59 H 0.1476 1.1982 -6.4226  C26 1.090
60 H 1.3509 0.4679 1.3183  C27 1.090
61 H 6.3123 -0.0611 3.8163  C16 1.090
62 H -0.9341 5.4856 1.3545  C20 1.090
63 H -3.2525 -4.7159 -0.8068  O6 0.957
64 H -0.5228 6.3645 -0.6886  C35 1.090
65 H 1.0438 7.1180 -0.1652  C35 1.090
66 H 2.6660 0.2595 -5.6458  C18 1.090
67 H 0.2575 -4.1734 -1.5905  C17 1.090
68 H 0.5199 1.8404 -3.1883  C28 1.090
69 H -0.6246 -0.2423 -2.7969  N10 1.010
70 H -5.3284 0.0743 0.6706  C22 1.090
71 H 2.9923 -5.7244 -1.8448  C29 1.090
72 H -2.6760 0.3897 2.8982  C39 1.090
73 H 2.9374 1.4591 2.9815  C34 1.090
74 H 4.1548 2.2693 4.7571  N11 1.010
75 H -0.4574 -0.2897 4.7629  C23 1.090
76 H 0.5715 5.5727 3.1118  N14 1.010
77 H 1.5330 -6.0909 -0.9402  C29 1.090
78 H -4.5287 3.3171 0.3230  N15 1.010
79 H 0.2072 -2.2897 2.2648  N12 1.010
80 H -1.4936 -2.0018 -2.6591  O5 0.957
81 H 3.6227 2.5476 1.7596  C34 1.090
82 H -2.7349 -3.3052 -0.9905  O6 0.957
83 H 2.4306 -3.5178 -0.6967  N13 1.010
84 H -1.6527 -0.2833 -4.1071  N10 1.010
85 H 4.0663 1.0709 -4.9392  C18 1.090
86 H -1.1775 0.2431 -6.1909  C26 1.090
87 H 2.3115 -2.6972 4.7541  C31 1.090
88 H 0.8506 -0.7517 -4.9597  C37 1.090
89 H -5.8715 3.6389 1.1998  N15 1.010
90 H -3.0468 -1.2405 3.3394  C39 1.090
91 H -2.8195 -0.8311 1.5327  C39 1.090
92 H -0.3220 -0.9877 -0.0297  O3 0.957
93 H -0.5355 0.1603 2.4362  C33 1.090
94 H 1.6306 -2.3419 -1.3425  N13 1.010
95 H 1.8347 -3.7135 -4.0048  C19 1.090
96 H -3.1456 -0.0492 -0.7250  C21 1.090
97 H -5.0946 2.4814 3.7415  C24 1.090
98 H -1.1863 -1.8806 4.4302  C23 1.090
99 H -3.8548 1.6458 1.7042  C36 1.090
100 H 1.2132 -8.3384 -2.0022  C30 1.090
101 H 1.8010 5.7273 2.3681  N14 1.010
102 H 0.3267 -4.5637 -4.1589  C19 1.090
103 H 2.2592 -8.5976 -3.4984  C30 1.090
104 H 3.2918 -0.3319 -4.1116  C18 1.090
105 H 4.7452 -0.0343 4.5443  C16 1.090
106 H 4.9579 -0.7680 2.9087  C16 1.090
107 H 5.7224 2.1878 4.6271  N11 1.010
108 H -2.8816 -2.5731 -2.8568  O5 0.957
109 H -1.2871 -1.0008 -1.1961  O3 0.957
110 H 2.9276 -8.0996 -1.9852  C30 1.090
111 H 0.7708 3.5103 1.4085  C25 1.090

Calculated values
E_LUMO = 0.2 eV
SMILES = COC[C@H](C)N.COC[C@H](C)N.COC[C@H](C)N.COC[C@H](C)N.COC[C@H](C)N.COC[C@H](C)N.O.O.O
ΔE to the lowest compared entry with this formula, charge and spin = 367.8 kJ/mol
Total charge = 0
Total energy = -1963.06195 Ha